[1]
Computed, not measured: a structure of composition C20H22F12N2O6Sn in a non-equilibrium geometry, with ωB97M-V/def2-TZVPD.

Its charge is 0. The value obtained for the LUMO energy is -0.16 eV. As for the spin multiplicity: 1.

Element x y z (Å)
1 C 4.038 2.657 -4.079
2 C -3.229 -1.663 -0.584
3 H -1.814 1.993 4.258
4 H 2.902 -0.694 -0.727
5 H 2.048 -4.330 -0.667
6 C 3.512 2.173 -1.663
7 H -0.547 -1.109 3.121
8 F -4.156 -1.307 -2.803
9 F -3.168 -3.918 0.174
10 H 1.595 1.532 -4.372
11 H 0.148 0.648 -2.557
12 H -1.723 3.792 1.867
13 H 3.329 -4.145 0.539
14 C 0.565 2.404 2.433
15 C -1.259 1.306 3.604
16 H -0.364 0.993 4.146
17 F -4.654 -2.015 1.307
18 H 4.461 2.590 -1.360
19 H -2.522 -0.321 4.240
20 C -3.432 -3.176 -0.902
21 F 3.404 3.548 -4.858
22 H -2.725 2.332 1.677
23 O 2.736 1.476 2.629
24 H -0.057 -2.654 0.871
25 O -1.041 3.596 -0.535
26 F -4.674 -3.460 -1.306
27 C -2.111 0.093 3.319
28 H 2.678 -2.124 -1.737
29 H -2.936 0.328 2.656
30 C 3.133 2.139 -2.991
31 C 2.078 -2.389 0.324
32 C -3.259 -0.850 -1.928
33 F -2.051 -0.906 -2.512
34 F -5.531 -0.987 -0.381
35 H 0.784 2.930 3.368
36 C -1.712 2.732 1.596
37 F -3.525 0.441 -1.698
38 C 1.116 1.081 -2.329
39 O -1.164 1.390 -0.321
40 O 1.114 0.123 1.906
41 F 5.133 3.252 -3.587
42 C -4.401 -1.163 0.309
43 F -2.580 -3.548 -1.867
44 H 0.764 3.090 1.607
45 H 4.005 -2.048 -0.566
46 H 0.225 -2.236 -0.888
47 N -0.802 1.920 2.370
48 O -1.343 -0.899 2.610
49 C 1.912 1.585 -3.339
50 H 2.373 -2.021 1.308
51 N 1.475 1.091 -1.043
52 H 1.659 -4.416 1.058
53 C 0.591 -2.185 0.135
54 H 2.928 1.618 0.326
55 F -4.084 0.021 0.868
56 F 4.447 1.655 -4.877
57 C -1.267 2.635 0.147
58 C 2.964 -1.772 -0.741
59 C 1.578 1.264 2.329
60 C 2.648 1.635 -0.721
61 C 2.285 -3.917 0.316
62 Sn -0.475 -0.260 0.500
63 O -2.023 -1.550 0.021

[2]
Computed, not measured: the molecule C20H22FNO2, with ωB97M-V/def2-TZVPD.

Its charge is 0. The value obtained for the LUMO energy is 0.69 eV. The SMILES is O=C(COc1ccc(F)cc1)N1CCC(Cc2ccccc2)CC1. As for the spin multiplicity: 1.

Element x y z (Å)
1 C 2.308 -1.780 0.486
2 H 1.873 -2.743 0.784
3 C 3.822 -1.861 0.760
4 H 4.975 -1.198 -1.606
5 C -0.613 0.637 -0.992
6 C 1.632 -0.677 1.302
7 H 2.420 -2.359 -1.599
8 F -7.007 -0.770 -0.259
9 H -0.319 -1.606 1.302
10 O -2.082 1.302 0.911
11 N -0.098 -0.453 -0.399
12 C 2.000 -1.554 -0.995
13 H -0.354 0.137 1.593
14 H -3.070 0.887 -1.613
15 H -6.050 -0.385 2.119
16 H 2.068 0.288 1.036
17 H 1.788 -0.844 2.369
18 C -5.784 -0.255 0.002
19 H 2.443 -0.611 -1.321
20 C -1.182 1.739 -0.086
21 C 0.490 -1.495 -1.218
22 H 6.397 2.677 -0.522
23 C 5.735 0.757 -1.203
24 C -5.387 -0.099 1.319
25 H -5.297 -0.038 -2.064
26 H 4.230 -2.693 0.183
27 H 3.967 -2.081 1.820
28 C 5.886 1.762 -0.262
29 H -1.651 2.483 -0.741
30 C 0.129 -0.646 1.015
31 H 4.353 0.273 2.351
32 O -0.650 0.775 -2.203
33 H -3.796 0.565 2.590
34 C 4.731 0.409 1.347
35 C 5.079 -0.415 -0.868
36 C -4.961 0.098 -1.049
37 H 6.131 0.885 -2.199
38 C 4.560 -0.601 0.407
39 C -3.291 0.792 0.531
40 H -0.363 2.221 0.456
41 H 0.030 -2.452 -0.946
42 C 5.386 1.582 1.016
43 H 5.510 2.357 1.759
44 C -3.707 0.624 -0.785
45 C -4.138 0.425 1.578
46 H 0.260 -1.268 -2.260

[3]
Computed, not measured: a structure of composition C20H22N2O3S2 in a non-equilibrium geometry, with ωB97M-V/def2-TZVPD.

Its charge is 0. The value obtained for the LUMO energy is -0.49 eV. As for the spin multiplicity: 1.

Element x y z (Å)
1 O 1.897 -1.059 1.638
2 C 1.701 0.811 -0.683
3 H 4.979 1.214 -0.372
4 H 5.051 -2.385 0.297
5 H -1.207 0.163 -1.780
6 H 0.286 6.511 0.899
7 H -0.320 -2.133 -1.327
8 C 3.967 1.367 -0.228
9 H -3.502 -2.652 0.353
10 C -4.585 0.296 -0.722
11 H 0.787 0.162 -0.856
12 C -4.492 -0.803 -0.241
13 C -0.428 5.416 0.569
14 C 0.416 4.168 0.255
15 N 1.741 4.297 0.388
16 C -0.557 -2.008 0.953
17 C 1.262 1.890 -0.324
18 H 3.046 -3.786 0.565
19 H 4.330 -1.100 1.048
20 H -0.969 5.783 -0.051
21 O 4.516 -1.001 -1.967
22 C 2.261 3.198 0.013
23 H -6.575 -0.569 0.263
24 C -5.911 -1.203 0.436
25 H 0.672 -3.714 0.647
26 H -1.073 5.268 1.193
27 H 3.321 -3.154 2.284
28 H -3.220 1.751 -2.037
29 C -3.330 0.692 -1.383
30 C -1.195 -2.008 -0.491
31 S 3.339 -1.095 -0.901
32 C 3.093 -2.915 1.151
33 C -2.165 -0.250 -1.484
34 C -2.260 -1.324 -0.704
35 H 4.276 3.408 0.195
36 C -3.388 -1.547 -0.166
37 H -5.828 -1.321 1.311
38 H -5.360 1.115 -1.095
39 O 2.222 -1.897 -1.255
40 H -0.468 -1.190 1.211
41 H -6.243 -2.219 -0.088
42 C 4.269 -1.821 0.410
43 C 1.770 -2.096 1.367
44 H -1.539 -3.145 -0.800
45 N 0.696 -2.769 0.899
46 H -1.383 -2.476 1.561
47 S -0.348 2.824 -0.221
48 C 3.495 2.656 0.158
49 C 2.955 0.650 -0.887

[4]
Computed, not measured: the molecule C20H22N2O5 in a non-equilibrium geometry, with ωB97M-V/def2-TZVPD.

Its charge is 0. The value obtained for the LUMO energy is -0.82 eV. The SMILES is CCOC(=O)C(=O)CC(=O)/C=C/c1cn(CC(=O)N(C)C)c2ccccc12. As for the spin multiplicity: 1.

Element x y z (Å)
1 H -3.609 -2.732 -5.373
2 N -0.431 -0.126 -2.343
3 H 2.403 -0.519 1.182
4 H 1.663 3.659 6.428
5 O -1.861 2.799 3.911
6 N -2.568 -2.062 -3.681
7 H 4.638 -1.096 -3.064
8 H 3.603 -0.785 -0.726
9 H -0.357 4.427 5.151
10 H -0.367 -1.386 4.854
11 O 0.273 2.503 4.674
12 H 0.828 -0.406 -4.895
13 C 1.674 -0.481 -1.570
14 H -0.583 -0.442 1.844
15 C -0.463 -0.166 -0.930
16 C -0.010 -0.383 4.633
17 C -2.886 -3.093 -4.668
18 H 1.921 5.167 5.572
19 C 1.319 -0.465 0.942
20 C 0.881 -0.365 -2.718
21 C -1.499 0.262 -3.268
22 C 0.477 -0.457 2.033
23 C 1.441 -0.467 -4.002
24 C -1.159 0.569 4.268
25 H 0.522 0.011 5.508
26 C 0.466 3.911 4.677
27 C 3.046 -0.686 -1.659
28 H -3.284 -1.744 -1.717
29 C -2.626 -2.434 -2.266
30 H -1.275 0.060 -0.272
31 H 0.588 4.218 3.611
32 O 2.097 -0.749 3.704
33 H 2.612 3.720 4.941
34 O -1.958 -0.671 -5.342
35 C 0.948 -0.486 3.436
36 C 0.818 -0.386 -0.428
37 H -2.983 -3.454 -2.120
38 H -1.632 -2.381 -1.824
39 C -0.954 2.052 4.290
40 H 3.252 -0.949 -5.037
41 C -2.032 -0.847 -4.155
42 H -2.356 0.648 -2.656
43 H -2.019 -3.368 -5.244
44 C 3.588 -0.843 -2.926
45 C 2.792 -0.777 -4.072
46 H -1.164 1.073 -3.915
47 H -3.276 -4.022 -4.257
48 C 1.744 4.133 5.449
49 O -2.240 0.015 4.020

[5]
Computed, not measured: the molecule C20H22N2O5S in a non-equilibrium geometry, with ωB97M-V/def2-TZVPD.

Its charge is 0. The value obtained for the LUMO energy is 0.46 eV. The SMILES is Cc1ccc(S(=O)(=O)c2c(C)nn(C(C)(C)C)c2OC(=O)c2ccco2)cc1. As for the spin multiplicity: 1.

Element x y z (Å)
1 H 1.808 2.963 3.265
2 C -1.395 -3.880 -0.531
3 C 1.168 0.505 -2.600
4 H -2.110 2.170 -5.555
5 C -1.102 1.988 -5.202
6 H 0.684 -0.700 3.460
7 H -1.852 3.725 5.918
8 H 0.699 -4.914 -2.375
9 H -0.063 -2.380 -3.249
10 C 1.387 -1.307 1.385
11 H -1.259 -3.614 -3.215
12 H 2.535 -0.781 3.077
13 C 1.294 -0.317 0.404
14 C -0.847 1.406 2.187
15 C 0.450 1.073 -3.851
16 N 0.653 -2.289 0.980
17 N 0.226 -2.155 -0.347
18 H 0.320 3.827 4.863
19 H -1.022 -4.151 0.452
20 O 3.042 1.374 1.603
21 H -2.848 1.524 2.970
22 H 0.153 3.250 -6.375
23 C -1.791 1.870 3.047
24 C 0.110 2.395 -5.650
25 C 1.497 -1.189 2.889
26 H -1.546 -1.997 -2.638
27 C 0.949 -4.197 -1.591
28 C -0.872 -2.791 -2.653
29 H 1.675 -3.605 -2.025
30 S 1.741 1.376 0.924
31 H 1.499 -2.291 3.221
32 C 1.068 1.904 -4.695
33 H 1.409 -4.489 -0.686
34 C -0.159 3.310 4.001
35 H -2.858 4.263 4.468
36 H 2.113 2.192 -4.588
37 H -1.643 -4.810 -1.001
38 O 2.376 0.343 -2.694
39 C -2.425 3.375 4.985
40 O 0.340 -0.017 -1.714
41 H -0.964 0.651 1.392
42 H -2.240 -3.259 -0.331
43 C 0.676 -0.783 -0.693
44 C 0.490 1.904 2.176
45 O -0.889 1.026 -4.157
46 H -3.269 2.701 5.137
47 O 1.751 2.277 -0.248
48 C -0.297 -3.203 -1.254
49 C -1.473 2.887 4.000
50 C 0.812 2.841 3.112

How do the records compare in energy above the lowest of the compared OMol25 structures with the same formula, charge and spin? In the order shown, they have 161.02, 0.00, 1979.88, 383.60, 639.08 kJ/mol.
How do the records compare in E_tot? In the order shown, they have -74805.7426, -29400.1982, -51870.8912, -34313.3578, -45144.6551 eV.